No. 1
{
  "formula": "C24H41BN8O3S3Sn",
  "method": "ωB97M-V/def2-TZVPD",
  "spin_multiplicity": 1,
  "charge": 2,
  "largest_force_ev_per_a": 0.8,
  "e_above_lowest_ev": 2.111,
  "energy_ev": -82619.06146,
  "symbols": ["Sn", "C", "C", "C", "C", "N", "C", "C", "N", "B", "N", "C", "C", "N", "C", "S", "C", "C", "C", "C", "N", "C", "C", "N", "C", "S", "C", "C", "C", "C", "C", "S", "H", "H", "H", "H", "H", "H", "H", "H", "H", "H", "H", "H", "H", "H", "H", "H", "H", "H", "H", "H", "H", "H", "H", "H", "H", "H", "H", "H", "H", "H", "H", "H", "H", "H", "C", "N", "C", "C", "O", "H", "H", "H", "H", "H", "H", "H", "O", "N", "O"],
  "xyz": [[0.15565, 0.60743, -0.76612], [-6.31801, 0.04025, -1.49876], [-4.93138, 0.67551, -1.58561], [-5.11414, 2.14003, -1.99257], [-4.08440, -0.09592, -2.60049], [-4.26907, 0.57909, -0.24198], [-4.76222, -0.16851, 0.79931], [-3.92004, -0.02396, 1.84669], [-2.90231, 0.81051, 1.46484], [-1.85643, 1.26755, 2.51789], [-1.22332, 2.62211, 2.10925], [-1.96968, 3.75802, 2.26796], [-1.24456, 4.79929, 1.80756], [-0.04052, 4.31341, 1.35378], [-0.04832, 2.97141, 1.54950], [1.20408, 1.82343, 1.23464], [0.94902, 5.27246, 0.74250], [0.20898, 6.01998, -0.37332], [2.18121, 4.61099, 0.14005], [1.38602, 6.24168, 1.84259], [-0.84569, 0.12386, 2.82139], [-0.29140, 0.03509, 4.07368], [0.35352, -1.14730, 4.16541], [0.19371, -1.80890, 2.97016], [-0.52740, -1.00338, 2.15224], [-0.94206, -1.32102, 0.50083], [0.78286, -3.16925, 2.71515], [2.07443, -2.97941, 1.91720], [-0.19394, -4.07716, 1.96401], [1.09472, -3.82320, 4.06160], [-3.11485, 1.15749, 0.17741], [-2.04056, 2.11010, -0.77902], [-6.80552, 0.16243, -2.46343], [-6.93712, 0.53476, -0.74933], [-6.27064, -1.02918, -1.29271], [-5.70073, 2.17289, -2.90947], [-4.17388, 2.64573, -2.18400], [-5.66125, 2.68798, -1.22365], [-4.58995, -0.09152, -3.56534], [-3.95935, -1.13277, -2.28353], [-3.10342, 0.35773, -2.73186], [-5.66647, -0.74282, 0.73953], [-3.96909, -0.44820, 2.83441], [-2.44721, 1.47479, 3.53424], [-2.95893, 3.74210, 2.69096], [-1.50991, 5.83923, 1.78033], [-0.19567, 5.32160, -1.10768], [0.90556, 6.68609, -0.87940], [-0.60507, 6.63064, 0.01250], [1.92456, 3.89489, -0.63832], [2.79588, 4.12189, 0.89159], [2.77852, 5.39725, -0.32031], [0.54118, 6.79689, 2.24932], [2.08772, 6.96250, 1.42561], [1.88121, 5.71454, 2.65878], [-0.39749, 0.82143, 4.80002], [0.88362, -1.55776, 5.00300], [1.86909, -2.52942, 0.94402], [2.53897, -3.95125, 1.75284], [2.78055, -2.35460, 2.46674], [-0.27912, -3.80995, 0.91783], [-1.18500, -4.05307, 2.42044], [0.17154, -5.10193, 2.00295], [1.91565, -3.33120, 4.58327], [1.40266, -4.85020, 3.87894], [0.21727, -3.84605, 4.70906], [4.53454, 0.23900, 0.45052], [4.58802, -0.65967, -0.68726], [5.89451, -1.18407, -1.07380], [3.51746, -0.92055, -1.41416], [2.36301, -0.47456, -1.25851], [5.20899, -0.11224, 1.22829], [3.52387, 0.25187, 0.83773], [4.82366, 1.25224, 0.16340], [6.51604, -1.29660, -0.18924], [6.40447, -0.50717, -1.76074], [5.79194, -2.15787, -1.54792], [3.70696, -1.62062, -2.23655], [0.86567, -1.78767, -3.44067], [0.77307, -0.68726, -3.83808], [0.52674, 0.36137, -3.29582]],
  "mulliken_charge": [1.037, -2.085, 1.066, -1.583, -1.534, 0.446, -0.194, -1.272, 0.271, 1.290, -0.353, -1.326, -0.201, 0.718, -0.005, -0.190, 0.982, -1.504, -2.001, -1.515, 0.392, -1.202, -0.354, 0.492, 0.093, -0.302, 1.114, -1.467, -1.731, -2.061, 0.089, -0.266, 0.455, 0.505, 0.482, 0.490, 0.359, 0.397, 0.494, 0.390, 0.297, 0.569, 0.650, -0.143, 0.654, 0.599, 0.313, 0.469, 0.422, 0.327, 0.450, 0.587, 0.393, 0.453, 0.373, 0.667, 0.583, 0.194, 0.525, 0.392, 0.401, 0.399, 0.501, 0.480, 0.456, 0.502, -0.597, 0.189, -0.921, -0.137, -0.539, 0.386, -0.136, 0.359, 0.307, 0.346, 0.352, 0.404, -0.287, 0.596, -0.246]
}


No. 2
{
  "formula": "C24H41Cl3GeMgO5",
  "method": "ωB97M-V/def2-TZVPD",
  "spin_multiplicity": 2,
  "charge": 1,
  "largest_force_ev_per_a": 4.1,
  "energy_ev": -135315.01822,
  "s2": 0.762,
  "symbols": ["Mg", "C", "C", "C", "C", "O", "Ge", "O", "C", "C", "C", "C", "O", "C", "C", "C", "C", "H", "H", "H", "H", "H", "H", "H", "H", "H", "H", "H", "H", "H", "H", "H", "H", "H", "H", "H", "H", "H", "H", "H", "H", "H", "H", "H", "C", "C", "C", "C", "C", "C", "C", "C", "C", "C", "H", "H", "H", "H", "H", "H", "H", "H", "H", "H", "H", "H", "H", "H", "Cl", "C", "Cl", "Cl", "C", "O", "O"],
  "xyz": [[-1.93832, -0.58838, -0.50322], [-5.72405, -0.92862, -0.46190], [-4.81471, -2.05143, -0.91922], [-5.36131, -3.43650, -0.51011], [-4.53866, -1.88385, -2.46463], [-3.52253, -1.84064, -0.29559], [-2.08045, -3.16291, 0.24987], [-1.39883, -1.60268, 1.06985], [-0.95649, -1.33723, 2.36054], [-1.71391, -0.06278, 2.74690], [0.57181, -1.03679, 2.30964], [-1.21435, -2.56619, 3.24599], [-1.29547, -2.31064, -1.38299], [-0.13093, -2.56334, -2.12697], [-0.22508, -1.61124, -3.30083], [-0.17156, -4.00809, -2.52332], [1.17230, -2.30265, -1.40029], [-6.72286, -1.11531, -0.89861], [-5.80618, -0.85428, 0.58576], [-5.41887, 0.08509, -0.80760], [-6.22954, -3.71867, -1.09665], [-4.61119, -4.26793, -0.61428], [-5.60396, -3.49995, 0.57445], [-5.39945, -2.09376, -3.10496], [-4.28472, -0.86160, -2.66372], [-3.73724, -2.58204, -2.80897], [-1.26904, 0.77059, 2.10303], [-2.78624, -0.14627, 2.62745], [-1.54568, 0.33778, 3.74737], [0.66276, -0.38789, 1.44622], [0.83953, -0.48217, 3.21750], [1.12776, -1.99037, 2.18255], [-2.27363, -2.85099, 3.19990], [-0.62249, -3.45696, 2.95859], [-0.93303, -2.41339, 4.29990], [-1.20368, -1.80353, -3.81027], [-0.17130, -0.54396, -3.02178], [0.60755, -1.74074, -3.96592], [-1.08006, -4.25275, -3.05350], [0.70149, -4.25366, -3.19579], [-0.09970, -4.71279, -1.66702], [1.13002, -1.31311, -0.90485], [1.32610, -3.08826, -0.62516], [1.99114, -2.23851, -2.15477], [4.64847, 1.56739, -1.81284], [3.57474, 2.51175, -1.16795], [3.54172, 3.89354, -1.89021], [3.76422, 2.74638, 0.37638], [4.34451, 1.75702, 1.16830], [4.58665, 1.94708, 2.55242], [4.10873, 3.11248, 3.16645], [4.08124, 3.16693, 4.66146], [3.42240, 4.06861, 2.38853], [3.19057, 3.86121, 1.05663], [4.59123, 1.68391, -2.91444], [4.47926, 0.52135, -1.61836], [5.68641, 1.84232, -1.55183], [2.58687, 2.01905, -1.38459], [4.08727, 4.73889, -1.43440], [2.52628, 4.21064, -2.00369], [3.95646, 3.85770, -2.93959], [4.69301, 0.86257, 0.64727], [5.25281, 1.25572, 3.09958], [5.02426, 2.64469, 4.90341], [3.19890, 2.70772, 5.04260], [4.12883, 4.19744, 4.94105], [3.05218, 4.98972, 2.87250], [2.58576, 4.51019, 0.42960], [-0.57001, 3.83074, 0.27963], [-1.46195, 3.22420, -1.09110], [-0.43061, 3.42241, -2.59119], [-3.06590, 3.89720, -1.15319], [-1.56431, 1.64842, -0.92488], [-0.57486, 0.94217, -0.49089], [-2.69007, 1.12994, -1.25928]],
  "mulliken_charge": [1.000, -1.572, 1.250, -1.576, -1.206, -0.625, 0.210, 0.416, 1.550, -1.538, -1.155, -2.056, -0.021, 1.404, -1.617, -1.900, -1.232, 0.423, 0.422, 0.298, 0.427, 0.333, 0.361, 0.541, 0.288, 0.125, 0.302, 0.291, 0.499, 0.111, 0.509, 0.287, 0.503, 0.430, 0.405, 0.272, 0.285, 0.570, 0.369, 0.392, 0.402, 0.094, 0.294, 0.511, -1.719, 1.825, -1.561, 0.100, -0.383, -1.008, 1.091, -1.343, -0.864, -0.381, 0.463, 0.347, 0.349, -0.415, 0.378, 0.339, 0.347, 0.323, 0.288, 0.367, 0.247, 0.393, 0.303, 0.549, -0.095, 0.809, -0.130, -0.082, 0.438, -0.417, -0.636]
}


No. 3
{
  "formula": "C24H41F3GaN4O2S2",
  "method": "ωB97M-V/def2-TZVPD",
  "spin_multiplicity": 1,
  "charge": -1,
  "largest_force_ev_per_a": 7.7,
  "energy_ev": -117791.06042,
  "symbols": ["F", "C", "F", "F", "Ga", "C", "C", "C", "S", "C", "S", "N", "C", "C", "N", "C", "C", "C", "C", "C", "C", "C", "C", "C", "H", "H", "H", "H", "H", "H", "H", "H", "H", "H", "H", "H", "H", "H", "H", "H", "H", "H", "H", "C", "C", "C", "O", "C", "N", "H", "H", "H", "H", "H", "H", "H", "H", "H", "H", "H", "C", "C", "C", "O", "C", "N", "H", "H", "H", "H", "H", "H", "H", "H", "H", "H", "H"],
  "xyz": [[6.69715, 1.23696, -2.73408], [6.71427, 2.73417, -2.76384], [5.92301, 3.30928, -3.87947], [8.15084, 3.10194, -3.05002], [6.24050, 3.60548, -0.93896], [4.31246, 4.34213, -0.80822], [3.14116, 3.32058, -1.34308], [2.27831, 2.67523, -0.07817], [0.47239, 3.18392, -0.30593], [-0.42098, 1.93549, -1.41262], [0.35994, 1.47134, -2.87607], [-1.75080, 1.29006, -1.09219], [-2.15626, 1.26015, 0.36456], [-3.59189, 0.45227, 0.31728], [-3.98374, 0.08453, -1.12151], [-2.79831, 0.61702, -1.95096], [6.78364, 2.33617, 0.61872], [8.38422, 2.68727, 0.94445], [9.43968, 1.75957, 0.09761], [9.29580, 0.13221, -0.05256], [10.36136, -0.79154, -0.89461], [11.65794, -0.07978, -1.61648], [11.83138, 1.55907, -1.50734], [10.73941, 2.46274, -0.64938], [7.22218, 4.90025, -0.80153], [4.26021, 5.30501, -1.50373], [4.12547, 4.72232, 0.29985], [2.37406, 3.99072, -1.95322], [3.52253, 2.49854, -2.09914], [2.63963, 3.06919, 0.97666], [2.45804, 1.51901, -0.11875], [-1.61165, 1.68199, 1.31039], [-4.17745, 0.23361, 1.31073], [-2.68012, 0.54619, -3.11398], [6.63941, 1.19678, 0.39026], [6.19877, 2.54687, 1.63172], [8.52501, 3.80622, 0.56502], [8.61802, 2.64909, 2.10352], [8.35958, -0.36551, 0.48896], [10.15269, -1.95275, -0.95885], [12.43591, -0.75054, -2.20842], [12.76318, 2.05139, -2.05266], [10.90774, 3.64044, -0.56000], [-2.46727, -4.64938, 3.40178], [-3.01338, -3.46255, 4.19200], [-4.44935, -3.05863, 3.78531], [-4.53050, -2.33184, 2.55571], [-4.50870, -3.14442, 1.39217], [-2.07924, -2.33392, 4.06560], [-2.16114, -4.37701, 2.38826], [-1.58232, -5.06214, 3.89948], [-3.21120, -5.44942, 3.33095], [-3.04437, -3.76494, 5.24584], [-4.83700, -2.37868, 4.55366], [-5.12342, -3.92357, 3.77078], [-5.01778, -4.10062, 1.54510], [-3.47896, -3.30622, 1.06885], [-5.02173, -2.60081, 0.59202], [-2.39804, -1.57698, 4.67140], [-2.19224, -1.95068, 3.12229], [-9.02774, -0.13589, -1.76377], [-8.07880, -0.97019, -0.90660], [-8.01393, -2.45688, -1.32623], [-9.14061, -3.23516, -0.91201], [-10.27412, -3.12209, -1.75875], [-8.45856, -0.82457, 0.50655], [-10.07924, -0.30666, -1.51820], [-8.83675, 0.93258, -1.61174], [-8.88600, -0.34987, -2.82802], [-7.07433, -0.54924, -1.03631], [-7.14706, -2.90846, -0.82868], [-7.84174, -2.56524, -2.40388], [-9.99564, -3.00329, -2.81004], [-10.90242, -2.29138, -1.43280], [-10.86397, -4.03888, -1.65620], [-7.76557, -1.30457, 1.08184], [-9.31160, -1.37349, 0.64962]],
  "mulliken_charge": [-0.283, 0.571, -0.278, -0.298, -0.042, -0.609, -0.419, -0.535, -0.133, 0.103, -0.228, 0.139, -0.367, -0.143, -0.349, -0.174, -0.653, -0.461, 0.532, -0.290, -0.330, -0.351, -0.360, -0.361, -0.298, 0.192, 0.214, 0.305, 0.260, 0.378, 0.303, 0.309, 0.277, 0.280, 0.317, 0.278, 0.101, 0.289, 0.193, 0.252, 0.243, 0.247, 0.191, -1.388, 0.337, -0.765, -0.296, -0.492, -0.740, 0.281, 0.345, 0.343, 0.437, 0.316, 0.403, 0.359, 0.226, 0.004, 0.276, 0.318, -1.546, 0.630, -0.433, -0.422, -0.630, -0.710, 0.296, 0.367, 0.343, 0.252, 0.100, 0.421, 0.292, 0.225, 0.265, 0.240, 0.337]
}


No. 4
{
  "formula": "C24H41F3OsP2",
  "method": "ωB97M-V/def2-TZVPD",
  "spin_multiplicity": 5,
  "charge": 2,
  "largest_force_ev_per_a": 3.8,
  "e_above_lowest_ev": 3.011,
  "energy_ev": -54726.40467,
  "s2": 6.027,
  "symbols": ["Os", "C", "C", "C", "C", "C", "C", "H", "H", "H", "C", "H", "H", "H", "C", "H", "H", "H", "C", "H", "H", "H", "C", "H", "H", "H", "C", "C", "C", "C", "C", "C", "C", "C", "H", "H", "H", "H", "H", "H", "H", "H", "H", "H", "H", "H", "P", "C", "C", "P", "C", "C", "C", "H", "H", "H", "H", "H", "H", "H", "H", "H", "H", "H", "H", "H", "H", "F", "C", "F", "F"],
  "xyz": [[-0.34140, -0.77189, -1.26008], [-0.25261, 1.48185, 0.81460], [-0.53219, 1.19507, -0.58761], [-2.10267, 0.11095, 0.84944], [-1.18418, 0.83180, 1.62860], [-1.82859, 0.33208, -0.57111], [0.70246, 2.51903, 1.26244], [1.39807, 2.77623, 0.46124], [1.31150, 2.20305, 2.11724], [0.15875, 3.43123, 1.55156], [-1.25127, 0.92925, 3.12241], [-0.30938, 1.31903, 3.53511], [-1.43832, -0.05126, 3.58838], [-2.06309, 1.60037, 3.44824], [-3.29194, -0.57120, 1.37154], [-4.00468, 0.15750, 1.77537], [-3.01520, -1.25257, 2.18382], [-3.79500, -1.13263, 0.58411], [-2.86065, 0.50234, -1.61438], [-3.51249, 1.33056, -1.32640], [-3.44309, -0.41892, -1.70735], [-2.38422, 0.72769, -2.57340], [-0.43088, 2.33146, -1.55396], [-1.27920, 3.00665, -1.36640], [-0.47785, 1.98860, -2.58644], [0.50261, 2.88881, -1.43084], [2.83387, -0.87271, -0.36544], [3.12481, 0.42189, -0.60513], [2.98824, 1.14004, -1.93479], [2.07485, 0.66606, -3.12250], [0.86148, -0.18380, -2.89265], [0.80741, -1.67602, -2.70744], [1.86532, -2.61844, -2.23204], [2.98841, -2.03141, -1.29613], [4.02917, 1.21983, -2.30392], [2.70877, 0.20978, -3.92147], [2.68555, 2.19037, -1.73292], [3.86240, -1.72254, -1.90925], [2.55759, -1.17867, 0.65867], [3.23765, 1.08676, 0.26605], [3.33576, -2.89176, -0.70326], [1.36291, -3.44132, -1.71584], [0.06608, -2.10011, -3.43014], [2.30743, -3.22124, -3.06481], [1.70766, 1.56298, -3.65770], [0.08020, 0.07661, -3.63213], [4.16881, -1.37518, -3.94413], [5.71157, -2.28721, -3.51190], [4.87139, -0.32247, -5.26338], [1.47042, -2.27426, -5.21669], [3.33322, -2.60834, -5.01764], [1.69735, -1.50791, -6.86319], [1.18554, -3.93270, -5.90590], [5.50908, -3.25794, -3.03946], [6.31634, -1.63912, -2.86201], [6.23328, -2.43736, -4.45898], [5.52272, -1.00632, -5.80423], [5.47249, 0.45851, -4.78959], [4.10760, 0.06844, -5.94252], [1.97023, -4.09590, -6.65447], [0.21769, -3.94355, -6.41881], [1.23215, -4.72839, -5.15516], [3.55455, -3.63504, -4.68523], [3.79248, -2.51302, -6.01222], [0.76232, -1.63488, -7.41897], [2.46709, -2.10644, -7.36271], [2.01759, -0.46228, -6.78969], [-1.53494, -2.77590, 0.15850], [-0.22870, -2.23427, 0.24174], [-0.09556, -1.85694, 1.57444], [0.60271, -3.33133, 0.16073]],
  "mulliken_charge": [0.349, 0.470, 1.356, 0.127, 1.338, 1.335, -2.078, 0.246, 0.538, 0.363, -1.895, 0.378, 0.419, 0.391, -2.099, 0.445, 0.391, 0.389, -1.903, 0.379, 0.494, 0.348, -1.841, 0.437, 0.248, 0.541, -0.918, -0.410, -1.361, 0.024, -0.463, -0.974, -1.123, -0.157, 0.578, -0.840, 0.532, -0.282, 0.397, 0.710, 0.553, 0.546, 1.316, 0.432, 0.806, 0.981, 0.789, -1.329, -1.347, 0.758, -1.806, -1.402, -1.271, 0.423, 0.392, 0.471, 0.550, 0.379, 0.363, 0.460, 0.443, 0.362, 0.676, 0.882, 0.472, 0.518, 0.296, -0.268, 0.104, -0.200, -0.228]
}